Record 1
DFT (wB97M-V/def2-TZVPD) results for a structure of composition C28H49B2BrCl2F5KMg2N3NaO8S3 in a non-equilibrium geometry.

Geometry as XYZ:
```
105
Properties=species:S:1:pos:R:3
C 0.7417 1.9916 0.6038
C -0.6189 2.8590 0.7030
C -1.7171 2.1023 -0.2380
C -1.4581 2.5203 -1.7591
N -1.9431 1.5783 -2.8045
C -3.1277 0.7740 -2.4241
C -2.7561 -0.7038 -1.8484
C -3.9018 -1.1259 -0.8099
C -3.9328 -2.6943 -0.4552
B -2.4567 -3.3696 -0.2220
C -1.3121 -2.6401 0.6814
C -0.9831 -3.6450 1.8931
N -0.1109 -3.0876 2.9569
C -0.6270 -1.7973 3.5058
C -2.1763 -1.8138 3.9003
C 1.2542 -2.9638 2.4133
C 2.2477 -4.1987 2.7079
O 1.6361 -1.9733 1.7314
S -2.1292 -5.0181 -1.0843
O -2.5232 -4.8070 -2.5305
O -2.9932 -6.0735 -0.4129
F -0.4945 -5.2897 -0.9825
C -0.8850 0.7985 -3.4404
S -1.0096 0.5814 -5.1172
S 0.5777 0.0584 -2.6032
C 1.0310 -1.5394 -3.4181
C 0.8281 -2.8354 -2.4715
C 1.1437 -4.1150 -3.4305
H 1.2499 2.0941 -0.4140
H 0.4877 0.8776 0.7402
H 1.4363 2.3080 1.4518
H -0.9846 2.7364 1.7904
H -0.4870 3.9528 0.4260
H -2.7317 2.5095 0.1281
H -1.5986 0.9957 -0.0030
H -0.3140 2.6142 -1.8826
H -1.8630 3.5788 -1.9202
H -3.8932 1.3207 -1.7584
H -3.6995 0.5587 -3.4051
H -1.7646 -0.7237 -1.2907
H -2.6557 -1.4799 -2.6966
H -4.9057 -0.8924 -1.3291
H -3.8198 -0.4483 0.1184
H -4.5672 -3.2131 -1.2981
H -4.5185 -2.8072 0.5450
H -0.3665 -2.4000 0.0690
H -1.7452 -1.6318 1.0023
H -1.9502 -4.0554 2.3325
H -0.4197 -4.5451 1.4495
H -0.0257 -1.5063 4.4399
H -0.4483 -0.9446 2.7541
H -2.4136 -0.9855 4.6621
H -2.5306 -2.8288 4.3079
H -2.8464 -1.5991 2.9845
H 3.1233 -3.8948 3.3786
H 1.6839 -5.1076 3.1303
H 2.6716 -4.5318 1.6985
H 2.1311 -1.5541 -3.7472
H 0.4293 -1.7656 -4.3724
H -0.2924 -2.8939 -2.2214
H 1.4793 -2.8135 -1.5393
H 0.8378 -5.1017 -2.9610
H 0.5574 -3.9098 -4.3947
H 2.2502 -4.0408 -3.6940
Mg -4.9767 -4.5825 -0.3553
O -4.1099 3.9587 -1.4008
H -3.7256 3.1002 -1.5160
Cl -1.3744 -4.7902 5.7624
C -2.4238 -5.5293 6.9944
C -3.5513 -4.6073 7.4077
Cl -2.9613 -3.1947 8.3177
H -1.7983 -5.8111 7.8439
H -2.8598 -6.4777 6.5458
H -4.2439 -5.1394 8.0625
H -4.1106 -4.2447 6.5436
Br -2.9644 -7.3735 5.0014
K -6.3085 3.6304 -1.3173
B 3.5868 4.2906 2.1978
F 3.3659 3.3664 3.2536
F 2.4338 5.1267 2.0435
F 4.7364 5.1096 2.5060
F 3.8280 3.5708 0.9680
C 3.6769 1.9704 -2.9948
C 3.1284 1.9295 -4.2727
C 3.9062 2.2662 -5.3758
C 5.2355 2.6382 -5.1861
C 5.7886 2.6883 -3.9086
C 5.0020 2.3531 -2.8116
N 6.0663 2.9693 -6.3463
O 5.5433 2.9327 -7.4482
O 7.2350 3.2590 -6.1440
H 3.0685 1.7016 -2.1363
H 2.0939 1.6320 -4.4093
H 3.4675 2.2306 -6.3666
H 6.8209 2.9816 -3.7534
H 5.4232 2.3858 -1.8117
Na 5.4290 5.0926 0.3166
C 1.8368 8.6500 1.5152
C 2.6170 8.5914 0.1808
O 3.3016 7.5744 0.0409
O 2.4459 9.5666 -0.5562
H 2.0331 7.7523 2.1218
H 2.1445 9.5373 2.0866
H 0.7585 8.7097 1.3120
Mg 0.6393 8.7005 3.6746
```

For the gap between HOMO and LUMO, the calculation gives 0.91 eV. For the molecular weight, the calculation gives 1030.04 u. Its total charge is +2. The spin multiplicity is 1. As for the LUMO energy: -9.673 eV.


Record 2
DFT (wB97M-V/def2-TZVPD) results for the molecule C5H8O.

Geometry as XYZ:
```
14
Properties=species:S:1:pos:R:3
O 0.5431 -2.6523 0.6222
C 0.0977 -1.3177 0.4956
C -1.3250 1.4988 0.4637
C -0.3792 1.6699 -0.4673
C 0.5892 0.6955 -0.9903
C 0.7970 -0.5705 -0.6061
H 1.4707 -2.6316 0.8884
H -0.9776 -1.3849 0.2931
H -1.9773 2.3234 0.7383
H -1.5057 0.5603 0.9769
H -0.3055 2.6582 -0.9211
H 1.2109 1.0674 -1.8034
H 1.5524 -1.1518 -1.1346
H 0.2091 -0.7646 1.4447
```

As for the SMILES: C=C/C=C\CO. For the gap between HOMO and LUMO, the calculation gives 9.76 eV. For the molecular weight, the calculation gives 84.12 u. Its total charge is 0. As for the energy above the lowest of the compared OMol25 structures with the same formula, charge and spin: 39.18 kcal/mol. The spin multiplicity is 1. As for the LUMO energy: 0.842 eV.


Record 3
DFT (wB97M-V/def2-TZVPD) results for a cluster of 2 separate species, C7H8O3 in total in a non-equilibrium geometry.

Geometry as XYZ:
```
18
Properties=species:S:1:pos:R:3
O -0.3656 -1.1710 2.5667
C -0.1078 -0.8366 1.4484
O 1.0748 -1.4539 0.6742
C 1.3283 -0.1615 0.0542
C 1.3320 -0.2449 -1.4038
C 1.1565 -0.5500 -2.5625
C 0.0778 0.4364 0.6979
C -1.0375 1.2065 0.0495
C -0.1913 1.8567 1.0932
H 2.2683 0.2450 0.4466
H 1.1227 -0.7005 -3.6283
H -0.8932 1.4917 -0.9937
H -2.0594 0.9165 0.2969
H -0.6132 2.0053 2.0878
H 0.5538 2.5805 0.7608
O -1.3998 -2.1124 -0.2620
H -0.3304 -2.0702 -0.6130
H -1.9161 -1.4375 -0.7129
```

As for the SMILES: C#C[C@@H]1OC(=O)C12CC2.O. For the gap between HOMO and LUMO, the calculation gives 11.17 eV. For the molecular weight, the calculation gives 140.14 u. Its total charge is 0. As for the energy above the lowest of the compared OMol25 structures with the same formula, charge and spin: 103.54 kcal/mol. The spin multiplicity is 1. As for the LUMO energy: 0.680 eV.


Record 4
DFT (wB97M-V/def2-TZVPD) results for the molecule C3H5N2P in a non-equilibrium geometry.

Geometry as XYZ:
```
11
Properties=species:S:1:pos:R:3
C 0.8329 -0.3544 -1.1256
C -0.9432 -1.3738 -0.5792
C 0.1946 0.4895 -0.0940
N 0.0888 -1.4234 -1.3808
N -0.9201 -0.2691 0.1993
P 0.2978 1.9969 0.9019
H 1.5980 0.1228 -1.8388
H -1.4686 -2.1880 -0.4210
H -1.5047 -0.2122 1.0604
H 1.6344 2.0078 0.9554
H 0.1901 1.2037 2.3223
```

As for the SMILES: Pc1cnc[nH]1. For the gap between HOMO and LUMO, the calculation gives 8.88 eV. For the molecular weight, the calculation gives 100.06 u. Its total charge is 0. As for the energy above the lowest of the compared OMol25 structures with the same formula, charge and spin: 28.83 kcal/mol. The spin multiplicity is 1. As for the LUMO energy: 0.575 eV.


Record 5
DFT (wB97M-V/def2-TZVPD) results for the molecule C5H5NO2 in a non-equilibrium geometry.

Geometry as XYZ:
```
13
Properties=species:S:1:pos:R:3
C -1.7829 -0.6286 -0.0366
C -0.5928 -0.0462 0.2149
C 1.6240 -0.1708 0.0438
C 1.1243 1.2870 -0.2010
C -0.1623 1.2886 0.1835
H -3.0478 0.8018 0.3603
H -1.9398 -1.7393 -0.0337
H 3.4504 -0.1964 -0.3842
H 1.8993 2.1143 -0.2491
H -0.9470 2.1369 0.3384
N 2.6894 -0.7747 -0.1622
O -3.0277 -0.1538 -0.2681
O 0.5898 -0.8554 0.2526
```

As for the SMILES: [H]/N=C1C=C/C(=C\O)O\1. For the gap between HOMO and LUMO, the calculation gives 8.42 eV. For the molecular weight, the calculation gives 111.10 u. Its total charge is 0. As for the energy above the lowest of the compared OMol25 structures with the same formula, charge and spin: 83.45 kcal/mol. The spin multiplicity is 1. As for the LUMO energy: 0.007 eV.